{
  "formula": "C2H2I2OS",
  "method": "wB97M-V/def2-TZVPD",
  "symbols": ["C", "C", "O", "S", "I", "I", "H", "H"],
  "positions_angstrom": [[0.426210, 0.250519, -0.138145], [-0.055206, 0.224092, 1.102109], [0.126014, 1.047537, -1.134941], [-1.370097, 1.140729, 1.625848], [0.748344, -1.201297, 2.515910], [-0.442700, -2.565890, -2.641648], [1.235999, -0.408862, -0.498964], [-0.668564, 1.513173, -0.830169]],
  "atomic_forces_ev_per_a": [[3.05, -1.48, -2.27], [-1.66, -0.15, 2.77], [-1.12, 0.43, 0.23], [0.50, -0.02, -0.58], [-0.03, 0.40, -0.74], [0.00, 0.01, 0.02], [-0.40, 0.15, 0.76], [-0.33, 0.67, -0.19]],
  "charge": 0,
  "gap_ev": [9.01, 5.51],
  "relative_energy_kj_mol": 0.0,
  "spin_multiplicity": 3,
  "homo_ev": [-8.846, -9.027],
  "energy_ev": -31188.137
}